# C43H50AsIMoN4S3Si2

C43H50AsIMoN4S3Si2 as an isolated structure at a distorted geometry (ωB97M-V/def2-TZVPD, the Open Molecules 2025 dataset).

XYZ file:
```
105
Properties=species:S:1:pos:R:3:forces:R:3:mulliken_spin:R:1
Mo 1.5588 -0.4047 1.5575 0.8 -0.2 -0.5 2.690
N -0.3924 -0.1694 1.1323 -0.3 0.2 0.1 0.061
S -1.3954 0.3958 0.2156 0.1 -0.2 0.0 0.039
N -1.5178 -0.3189 -1.2505 0.0 0.0 -0.1 0.021
S -0.8555 0.1546 -2.5712 0.0 -0.1 0.0 -0.007
N 0.6197 0.6152 -2.6320 0.1 -0.1 0.0 0.005
S 1.8467 -0.1373 -1.8252 -0.2 0.2 -0.2 0.007
N 1.9724 0.1416 -0.3985 0.2 0.0 -0.1 0.004
C 3.1973 0.4752 -2.7876 0.0 0.1 0.0 0.000
C 3.0724 0.7993 -4.1354 0.0 0.0 0.0 -0.003
C 4.1869 1.2605 -4.8136 0.0 0.0 0.0 0.001
C 5.3993 1.4046 -4.1468 0.0 0.0 -0.1 0.000
C 5.5035 1.0948 -2.8012 -0.1 0.0 0.1 0.001
C 4.3955 0.6262 -2.1071 0.1 0.0 -0.1 0.005
C 1.6902 -1.8696 -2.2247 0.0 0.0 0.0 -0.004
C 2.1681 -2.4031 -3.4154 0.0 0.0 0.1 -0.003
C 1.9774 -3.7530 -3.6677 0.0 0.0 0.0 -0.001
C 1.3334 -4.5560 -2.7357 0.0 0.0 0.0 0.001
C 0.8748 -4.0136 -1.5446 0.0 0.0 0.0 0.007
C 1.0453 -2.6628 -1.2836 -0.2 0.0 0.0 -0.064
C -1.7194 1.5015 -3.3201 0.0 0.0 0.0 0.001
C -1.0541 2.6528 -3.7068 -0.1 0.0 0.0 0.001
C -1.7897 3.6538 -4.3281 0.0 0.0 0.0 0.000
C -3.1471 3.4869 -4.5535 0.0 0.0 0.0 0.000
C -3.7951 2.3217 -4.1564 0.0 0.0 0.0 0.000
C -3.0820 1.3147 -3.5324 0.1 0.1 0.0 0.000
C -1.1666 -1.1856 -3.6852 0.0 0.0 0.0 0.002
C -1.8475 -2.3264 -3.2982 0.1 0.0 0.0 0.000
C -2.0762 -3.3112 -4.2502 0.0 0.0 0.0 0.000
C -1.6346 -3.1403 -5.5525 0.0 0.0 0.0 0.000
C -0.9558 -1.9848 -5.9238 0.0 0.0 0.0 0.000
C -0.7170 -0.9949 -4.9886 -0.1 -0.1 0.0 0.000
C -3.0358 0.1443 0.8281 0.0 -0.1 -0.1 0.024
C -3.5185 1.0218 1.7880 0.0 -0.1 0.1 -0.012
C -4.7515 0.7661 2.3664 0.0 0.0 0.0 0.000
C -5.4705 -0.3636 2.0038 0.0 0.0 0.0 0.000
C -4.9607 -1.2474 1.0622 0.0 0.0 0.0 0.000
C -3.7372 -0.9970 0.4623 0.0 0.0 0.0 0.002
C -1.2868 2.1453 -0.0870 0.0 0.0 -0.1 0.001
C -0.0332 2.7316 -0.0012 0.1 0.0 0.1 -0.040
C 0.0953 4.0855 -0.2729 0.0 0.0 0.0 0.004
C -1.0201 4.8328 -0.6185 0.0 0.0 0.0 0.001
C -2.2687 4.2298 -0.7141 0.0 0.0 0.0 -0.001
C -2.4098 2.8775 -0.4583 0.0 0.0 0.0 -0.010
H 2.1204 0.7123 -4.6382 0.0 0.0 0.0 0.000
H 4.1102 1.5174 -5.8605 0.0 0.0 0.0 0.000
H 6.2643 1.7701 -4.6827 0.0 0.0 0.0 0.000
H 6.4444 1.2210 -2.2853 0.0 0.0 0.0 0.000
H 4.4505 0.3858 -1.0556 0.0 0.0 0.1 0.003
H 2.7025 -1.7947 -4.1287 0.0 0.1 0.0 0.000
H 2.3535 -4.1808 -4.5859 0.0 0.0 0.0 0.000
H 1.2017 -5.6104 -2.9340 0.0 0.0 0.0 0.000
H 0.3875 -4.6413 -0.8115 0.0 0.0 0.0 0.000
H 0.6826 -2.2354 -0.3531 0.0 0.0 -0.2 0.083
H 0.0036 2.7601 -3.5223 0.1 0.0 0.0 0.000
H -1.2955 4.5621 -4.6414 0.0 0.0 0.0 0.000
H -3.7081 4.2674 -5.0475 0.0 0.0 0.0 0.000
H -4.8522 2.1971 -4.3414 0.0 0.0 0.0 0.000
H -3.5698 0.3991 -3.2248 0.0 0.0 0.0 0.000
H -2.1802 -2.4423 -2.2786 0.0 0.0 0.0 -0.001
H -2.6045 -4.2119 -3.9705 0.0 0.0 0.0 0.000
H -1.8245 -3.9085 -6.2880 0.0 0.0 0.0 0.000
H -0.6216 -1.8535 -6.9429 0.0 0.0 0.0 0.000
H -0.2073 -0.0830 -5.2680 0.0 0.1 0.0 0.000
H -2.9447 1.8883 2.0850 0.0 0.0 0.0 -0.002
H -5.1472 1.4493 3.1049 0.0 0.0 0.0 0.000
H -6.4313 -0.5575 2.4583 0.0 0.0 0.0 0.000
H -5.5186 -2.1325 0.7913 0.0 0.0 0.0 0.000
H -3.3317 -1.6800 -0.2686 0.0 0.0 0.0 0.000
H 0.8374 2.1395 0.2581 -0.1 0.1 0.0 0.057
H 1.0663 4.5552 -0.2031 0.0 0.0 0.0 0.000
H -0.9186 5.8907 -0.8122 0.0 0.1 0.0 0.000
H -3.1367 4.8151 -0.9806 0.0 0.0 0.0 0.000
H -3.3813 2.4095 -0.5307 0.0 0.0 0.0 0.001
I 4.4131 -0.8961 1.8031 -0.1 0.0 -0.1 0.017
C 2.7058 -2.1592 1.3625 0.1 -0.1 0.1 -0.145
H 2.7048 -2.9386 2.1229 -0.1 0.1 -0.1 -0.020
H 2.8884 -2.5727 0.3701 0.0 0.1 0.2 0.008
C 3.1439 0.1840 6.8657 0.0 0.0 0.0 -0.011
Si 2.6055 -1.2933 5.8785 0.0 0.0 -0.1 0.031
C 4.0543 -2.3022 5.3017 0.0 0.0 0.0 -0.002
C 1.3358 -2.3626 6.7242 0.0 0.0 -0.1 -0.022
As 1.4077 -0.4907 3.9689 -0.4 0.2 0.9 -0.798
Si -0.5221 0.6436 4.8309 0.0 0.0 0.0 0.121
C -0.6775 2.2339 3.8576 0.1 0.0 -0.1 -0.032
C -1.8976 -0.5841 4.5467 0.1 -0.1 -0.1 -0.030
C -0.4571 1.0983 6.6387 0.1 0.0 -0.1 0.000
H 3.6162 -0.1484 7.7920 0.0 0.0 0.0 -0.001
H 2.3099 0.8296 7.1309 0.0 0.0 0.0 0.002
H 3.8746 0.7734 6.3115 0.0 0.0 0.0 -0.004
H 4.5390 -2.7753 6.1580 0.0 0.0 0.1 0.002
H 4.7945 -1.6825 4.8004 0.1 0.0 0.0 -0.001
H 3.7450 -3.0937 4.6175 0.0 0.0 0.0 0.000
H 1.7270 -2.7514 7.6656 0.0 0.0 0.0 -0.003
H 1.0757 -3.2137 6.0929 0.0 0.0 0.0 0.000
H 0.4206 -1.8170 6.9452 -0.1 0.0 0.0 0.006
H -0.4743 2.0911 2.7946 0.0 0.0 0.0 0.019
H 0.0440 2.9559 4.2426 0.0 0.0 0.0 -0.014
H -1.6679 2.6799 3.9610 -0.1 0.0 0.1 0.001
H -1.9142 -0.9368 3.5136 0.0 0.0 0.0 0.006
H -2.8708 -0.1573 4.7913 -0.1 0.1 0.0 -0.003
H -1.7433 -1.4489 5.1946 0.0 -0.1 0.0 -0.002
H 0.2331 1.9171 6.8335 0.1 0.1 0.0 -0.003
H -0.2059 0.2737 7.2998 0.0 -0.1 0.1 0.003
H -1.4569 1.4412 6.9148 0.0 0.0 0.0 0.000
```
Forces are in eV/Å.

## Properties
Energy relative to the best compared isomer or geometry (same formula, charge and spin): 0.88 kcal/mol
Highest occupied orbital energy (alpha / beta): -12.3 / -12.7 eV
Strongest force on any atom: 1.01 eV/Å
Spin multiplicity: 3
Charge: +2
Kohn-Sham gap (alpha / beta): 0.2487 / 0.2860 Ha
M: 1073.0 u

# C43H50N8O8SbSi3TeTl

C43H50N8O8SbSi3TeTl as an isolated structure at a distorted geometry (ωB97M-V/def2-TZVPD, the Open Molecules 2025 dataset).

XYZ file:
```
115
Properties=species:S:1:pos:R:3:forces:R:3:mulliken_charge:R:1
Tl -0.7395 1.1386 -0.7973 0.1 -0.3 -0.1 1.005
C 2.7421 2.5791 -3.8155 0.1 0.1 0.1 -0.928
C 3.6869 3.2732 -3.0791 -0.2 -0.1 -0.1 -0.626
C 3.3605 3.6858 -1.7979 -0.2 0.0 0.1 -0.901
C 2.0890 3.4073 -1.2968 0.4 0.0 -0.5 0.567
N 1.1966 2.7244 -2.0099 -0.2 0.0 0.3 0.302
C 1.5116 2.3235 -3.2256 0.1 0.0 -0.4 0.041
C 1.6388 3.9166 0.0109 0.2 0.5 0.4 0.161
C 2.2168 5.0637 0.5602 -0.1 -0.2 0.0 -0.880
C 1.7650 5.5170 1.7858 -0.1 -0.1 0.0 -1.012
C 0.7285 4.8439 2.3991 0.0 -0.1 -0.1 -0.560
C 0.1579 3.7445 1.7482 0.4 0.5 0.2 -0.114
N 0.6320 3.2837 0.6004 -0.1 -0.2 -0.1 1.017
C -1.0473 3.1068 2.3079 -0.5 0.0 0.3 -0.038
C -1.9744 3.8961 2.9900 0.1 -0.2 0.0 -0.597
C -3.1366 3.3113 3.4494 0.1 -0.2 0.0 -0.998
C -3.3350 1.9591 3.2236 0.0 0.1 0.0 -1.133
C -2.3549 1.2628 2.5397 -0.2 0.1 0.2 -0.068
N -1.2378 1.8085 2.0982 0.2 0.4 -0.1 1.201
H 2.9377 2.2260 -4.8141 0.0 -0.1 -0.1 0.450
H 4.6607 3.5076 -3.4904 0.0 -0.1 0.0 0.385
H 4.0850 4.2111 -1.1970 0.1 0.1 0.1 0.405
H 0.7452 1.7876 -3.7651 0.1 -0.1 0.0 0.045
H 2.9877 5.6003 0.0312 0.1 0.0 -0.1 0.433
H 2.2026 6.3930 2.2478 0.0 0.0 0.0 0.405
H 0.3527 5.1663 3.3567 -0.1 0.0 0.0 0.511
H -1.8173 4.9568 3.0794 0.0 0.1 0.0 0.501
H -3.8848 3.9032 3.9567 -0.1 0.0 0.0 0.376
H -4.2373 1.4699 3.5548 -0.1 -0.1 0.0 0.496
H -2.4717 0.2062 2.3446 -0.2 -0.3 -0.1 0.144
O 1.7266 -0.5412 -4.2129 0.6 0.0 -0.4 -0.746
C 1.2972 -0.8886 -3.1143 0.4 -0.2 0.0 -0.332
O 0.1035 -0.6967 -2.7226 -0.5 0.1 0.2 -0.788
C 2.2006 -1.6088 -2.1345 -0.1 0.1 0.0 0.778
C 3.1487 -2.4938 -2.5873 0.2 -0.2 0.0 -0.293
C 3.9668 -3.2148 -1.7021 -1.0 1.0 0.5 -0.761
C 3.8488 -3.0035 -0.3165 0.1 -0.1 0.0 -0.048
C 2.9301 -2.1104 0.1451 0.1 -0.3 -0.5 -0.297
C 2.0543 -1.3773 -0.7321 0.3 -0.2 -0.1 -0.838
O 1.2396 -0.5582 -0.2150 -0.3 0.2 0.1 -0.240
N 2.7433 -1.7400 1.4866 0.7 1.6 0.6 0.903
O 3.9290 -1.8460 2.2819 -0.5 -1.2 -0.3 -0.541
O 1.7099 -2.4012 2.1125 -0.6 -0.3 0.2 -1.118
N 4.8632 -4.1703 -2.1761 0.9 -0.9 -0.6 1.029
O 5.5183 -4.8340 -1.3655 -0.1 0.1 -0.1 -0.702
O 4.9760 -4.3400 -3.3930 0.0 0.0 0.2 -0.696
H 3.2579 -2.6536 -3.6507 0.0 0.0 0.0 0.618
H 4.4907 -3.5306 0.3718 0.0 0.0 0.0 0.724
C -2.5881 -1.3975 -3.6178 0.3 0.2 0.2 -0.300
Te -1.4311 0.2406 -4.4239 -0.8 -0.2 -0.4 0.468
C -3.3659 0.4872 -5.5225 0.2 0.4 0.2 -1.386
C -3.8953 -0.8901 -5.6648 0.0 -0.2 0.0 0.751
C -4.6979 -1.2932 -6.7210 -0.1 0.0 -0.1 -0.634
C -5.1349 -2.6039 -6.8195 -0.1 -0.1 -0.1 -0.516
C -4.7771 -3.5213 -5.8475 -0.1 -0.2 0.0 -0.563
C -3.9788 -3.1277 -4.7872 0.0 -0.1 0.0 -0.759
C -3.5202 -1.8241 -4.6931 -0.2 -0.1 -0.3 0.447
H -3.1306 -1.0736 -2.7275 0.0 0.1 0.1 0.231
H -1.9227 -2.2015 -3.3216 0.1 0.0 0.0 0.248
H -3.2782 0.9847 -6.4871 0.2 0.0 0.0 0.463
H -4.0533 1.0807 -4.9159 0.0 0.1 0.1 0.308
H -4.9767 -0.5729 -7.4817 0.0 0.0 0.0 0.393
H -5.7504 -2.9090 -7.6578 0.0 0.0 0.0 0.364
H -5.1059 -4.5511 -5.9176 0.0 0.0 0.0 0.386
H -3.6930 -3.8472 -4.0317 0.1 -0.1 0.1 0.443
N -3.6648 2.6412 -2.3199 0.0 0.1 0.1 -0.257
C -3.2362 3.2052 -1.1296 -0.6 -0.8 0.0 0.490
O -3.1857 2.4931 -0.1110 0.0 0.5 -0.1 -0.584
C -2.9308 4.5960 -1.1771 0.0 -0.5 0.1 0.206
C -2.9664 5.2899 -2.3766 0.0 0.6 -0.9 0.030
N -2.9886 5.8605 -3.3847 -0.1 0.0 -0.1 -0.719
C -2.4331 5.2674 -0.0731 0.3 0.5 0.8 0.329
N -2.0016 5.8744 0.8147 -0.1 0.1 0.0 -0.695
H -3.4290 3.1225 -3.1749 0.0 -0.1 0.0 0.202
H -3.6001 1.6352 -2.3555 0.1 0.1 0.0 0.163
C 0.1208 -3.4691 5.2537 -0.2 0.4 -0.7 -1.269
Si -0.7801 -2.0046 4.3854 -0.2 0.1 1.7 0.880
C -2.6579 -2.1990 4.8454 0.6 0.0 -0.7 -1.228
C -0.2813 -0.4668 5.4394 -0.1 -0.4 -0.4 -1.177
Sb 0.0773 -1.1025 2.0732 0.3 -0.9 -0.2 0.536
Si -1.2703 -2.9244 0.7658 -0.8 -1.2 -0.5 0.795
C -0.5310 -3.3406 -0.9401 0.0 0.5 0.6 0.216
C -1.3434 -4.6178 1.7083 0.2 0.8 -0.1 -1.219
C -3.1308 -2.4983 0.4650 0.8 0.1 0.3 -1.049
Si 4.5236 -0.4046 2.8167 0.3 1.3 0.4 0.701
C 3.2306 0.9723 2.6070 0.4 -0.5 0.0 -0.548
C 5.0013 -0.6486 4.6560 -0.1 0.1 -0.7 -1.327
C 6.1319 0.0741 1.9017 -0.6 -0.3 0.2 -1.221
H -0.0216 -3.4864 6.3311 -0.2 0.2 0.2 0.369
H 1.1823 -3.3759 5.0533 0.3 0.0 0.0 0.287
H -0.1977 -4.4269 4.8553 -0.1 -0.2 -0.1 0.327
H -2.8076 -2.1330 5.9196 0.2 0.0 0.2 0.409
H -3.0774 -3.1451 4.5134 0.0 -0.2 -0.1 0.334
H -3.2424 -1.4072 4.3854 -0.2 0.2 -0.1 0.262
H -0.5836 -0.5263 6.4813 -0.1 -0.1 0.2 0.462
H -0.7228 0.4317 5.0147 -0.1 0.2 -0.1 0.229
H 0.7975 -0.3428 5.4094 0.3 0.1 0.0 0.262
H 0.4745 -3.7372 -0.8409 0.2 -0.1 0.1 0.277
H -0.4575 -2.4368 -1.5381 0.0 0.2 -0.1 -1.053
H -1.1264 -4.0641 -1.4943 -0.2 -0.2 0.1 0.641
H -0.3559 -4.8820 2.0724 0.2 -0.1 0.1 0.254
H -1.6848 -5.4192 1.0583 -0.1 0.0 -0.3 0.424
H -2.0139 -4.5744 2.5614 -0.1 0.1 0.2 0.267
H -3.2515 -1.5321 -0.0118 0.0 0.3 -0.1 0.147
H -3.7023 -2.4887 1.3886 -0.1 0.0 0.2 0.328
H -3.5760 -3.2435 -0.1876 0.0 -0.2 -0.2 0.376
H 2.4378 0.8873 3.3478 -0.1 0.0 0.1 0.152
H 2.7580 0.8815 1.6326 -0.1 0.0 -0.2 -0.220
H 3.6544 1.9695 2.6801 0.2 0.2 0.1 0.598
H 4.5705 0.1387 5.2673 -0.1 0.2 0.1 0.391
H 6.0789 -0.6224 4.7919 0.2 0.0 0.0 0.331
H 4.6423 -1.6000 5.0334 -0.1 -0.2 0.0 0.306
H 5.9764 0.1907 0.8345 -0.1 0.0 -0.2 0.313
H 6.9067 -0.6762 2.0422 0.1 -0.2 0.0 0.319
H 6.5236 1.0152 2.2775 0.0 0.2 0.2 0.367
```
Forces are in eV/Å.

## Properties
Energy relative to the best compared isomer or geometry (same formula, charge and spin): 15.66 kcal/mol
Highest occupied orbital energy: -3.0 eV
Strongest force on any atom: 1.79 eV/Å
Charge: -2
Kohn-Sham gap: 0.2499 Ha
M: 1344.9 u

Computed electronic energy (hartree) in order:
-6262.12929; -4257.87949